DFT (ωB97M-V with the def2-TZVPD basis set) results for a cluster of 5 separate species, C29H54FNO7 in total in a non-equilibrium geometry.

The geometry in ORCA input format:
```
! RIJCOSX wB97M-V def2-TZVPD def2/J DEFGRID3
* xyz 0 1
C 2.9608 -3.5510 5.9113
C 1.7916 -2.9789 5.3390
C 1.8719 -1.7660 4.2643
C 1.2822 -2.3447 2.8963
C 0.0822 -1.8975 2.2757
C -0.7911 -0.6943 2.8967
C 0.0159 0.6898 2.9724
C -0.2744 1.7085 1.7698
C 1.1393 2.0045 1.0286
N 1.6631 0.8116 0.2848
C 3.0549 0.4505 0.7094
C 1.7921 1.1047 -1.1751
C 2.6914 2.2733 -1.7919
O 1.1451 0.3863 -1.9682
C -0.4131 -2.6103 0.9218
O -1.4911 -2.2544 0.3757
C 0.4571 -3.8108 0.3000
F -0.0184 -4.4303 -0.8873
C 1.6502 -4.2641 0.8915
C 2.5569 -5.4676 0.3712
C 2.1496 -3.5177 2.2140
O 3.2659 -3.8174 2.7260
H 3.9911 -3.0991 5.7361
H 2.7953 -4.4511 6.5846
H 0.7413 -3.3602 5.5615
H 1.2649 -0.9172 4.7161
H 2.9563 -1.4459 4.0872
H -1.2050 -1.0349 3.9134
H -1.7034 -0.5274 2.2120
H 1.1450 0.4588 2.9403
H -0.1711 1.1299 4.0181
H -1.0948 1.3870 1.0501
H -0.5729 2.7182 2.2522
H 1.1056 2.9458 0.3864
H 1.9075 2.2193 1.8665
H 3.4565 -0.4108 0.0531
H 3.1308 0.0948 1.7884
H 3.8024 1.3105 0.5826
H 2.8280 2.0918 -2.9205
H 2.2118 3.2968 -1.6032
H 3.7501 2.2595 -1.3484
H 2.0036 -6.4333 0.6699
H 2.7990 -5.4198 -0.7435
H 3.5730 -5.5315 0.9099
C -2.3513 6.0395 2.0892
C -1.5479 5.5736 3.2933
C -1.1156 6.7475 4.1581
O -0.3933 4.8620 2.8471
H -1.7538 6.7011 1.4531
H -2.6453 5.1869 1.4711
H -3.2527 6.5743 2.3990
H -2.1470 4.8795 3.8885
H -0.4754 7.4338 3.5937
H -0.5297 6.3993 5.0130
H -1.9801 7.3036 4.5297
H 0.1445 5.4669 2.3188
C 1.0108 -0.7927 -5.3800
C 2.0513 -1.8489 -5.7140
C 1.4409 -3.2411 -5.7267
O 3.1029 -1.7999 -4.7506
H 0.5865 -0.9638 -4.3857
H 1.4651 0.2016 -5.3628
H 0.1983 -0.7938 -6.1114
H 2.4945 -1.6331 -6.6903
H 1.0305 -3.4971 -4.7443
H 2.2020 -3.9924 -5.9567
H 0.6414 -3.3142 -6.4686
H 2.7202 -1.9892 -3.8836
C -1.2612 -3.0471 -10.6901
C -0.2814 -3.1991 -9.5371
C -0.0374 -4.6638 -9.2080
O -0.7968 -2.5330 -8.3856
H -2.2329 -3.4831 -10.4366
H -1.4359 -1.9902 -10.9084
H -0.8859 -3.5336 -11.5941
H 0.6660 -2.7174 -9.7939
H -0.9671 -5.1555 -8.9036
H 0.6592 -4.7583 -8.3710
H 0.3744 -5.1984 -10.0678
H -1.6355 -2.9512 -8.1497
C -4.9865 4.6064 6.1741
C -4.8039 3.4484 5.2053
C -5.3546 2.1532 5.7806
O -3.4163 3.2867 4.9154
H -4.4504 4.4202 7.1104
H -4.5761 5.5281 5.7524
H -6.0430 4.7668 6.4032
H -5.3084 3.6753 4.2622
H -4.8313 1.8824 6.7034
H -5.2064 1.3281 5.0790
H -6.4221 2.2401 5.9979
H -2.9602 3.0855 5.7434
*
```

As for the SMILES: C=CCC1=C(CCCCN(C)C(C)=O)C(=O)C(F)=C(C)C1=O.CC(C)O.CC(C)O.CC(C)O.CC(C)O.

DFT (ωB97M-V with the def2-TZVPD basis set) results for a cluster of 7 separate species, C29H55BN6O6S in total.

The geometry in ORCA input format:
```
! RIJCOSX wB97M-V def2-TZVPD def2/J DEFGRID3
* xyz 0 1
C 5.8035 1.8302 3.2985
O 4.7050 2.2693 2.5305
C 4.5055 1.5268 1.3402
C 3.0496 1.6289 0.9507
C 2.1075 0.8940 1.9016
O 1.5369 -0.2297 1.1922
S 0.0321 -0.7912 1.3844
O 0.0831 -1.8197 2.3975
O -0.6741 0.4775 2.0983
C -1.4689 1.2762 1.1931
B -2.6025 2.0840 1.9319
O -2.9830 1.7785 3.2008
O -3.2454 3.0806 1.2292
H 6.1770 2.6797 3.8682
H 5.5060 1.0367 3.9923
H 6.6143 1.4585 2.6646
H 4.8055 0.4797 1.4741
H 5.1250 1.9433 0.5372
H 2.7791 2.6847 0.8920
H 2.9238 1.2261 -0.0559
H 2.6572 0.5019 2.7578
H 1.3187 1.5470 2.2625
H -0.8370 1.9994 0.6685
H -1.9423 0.6175 0.4569
H -3.4896 2.5040 3.5940
H -2.6337 3.6709 0.7604
C 7.9413 1.7696 -3.3683
C 6.9412 0.7045 -3.7973
C 5.5998 1.2926 -4.2474
C 4.9157 1.9912 -3.1590
N 4.4013 2.5599 -2.3040
H 7.5721 2.3344 -2.5105
H 8.8869 1.3111 -3.0801
H 8.1440 2.4768 -4.1757
H 6.7493 0.0045 -2.9857
H 7.3503 0.1282 -4.6297
H 4.9383 0.5035 -4.6101
H 5.7398 1.9982 -5.0695
C -0.5998 1.9559 -3.8388
C 0.2227 3.2301 -3.9893
C 0.9931 3.5896 -2.7140
C 0.1042 3.8884 -1.5941
N -0.5914 4.1316 -0.7140
H -1.3626 2.0686 -3.0657
H -1.1053 1.7105 -4.7729
H 0.0349 1.1081 -3.5729
H -0.4241 4.0631 -4.2713
H 0.9509 3.1059 -4.7924
H 1.6321 4.4590 -2.8746
H 1.6544 2.7698 -2.4251
C -3.6494 1.4419 6.8873
C -4.5356 0.3130 6.3788
C -5.9640 0.7652 6.0626
C -6.6702 1.2438 7.2514
N -7.2191 1.6253 8.1845
H -4.0203 1.8578 7.8253
H -2.6372 1.0789 7.0615
H -3.5900 2.2530 6.1588
H -4.5593 -0.4906 7.1178
H -4.0996 -0.1032 5.4687
H -6.5409 -0.0549 5.6323
H -5.9537 1.5655 5.3197
C 1.9563 -2.1452 -1.4347
C 2.3716 -2.3588 -2.8826
C 3.7254 -3.0683 -3.0043
C 4.8144 -2.2865 -2.4190
N 5.6619 -1.6749 -1.9428
H 2.6550 -1.4915 -0.9115
H 0.9716 -1.6801 -1.3856
H 1.9057 -3.0896 -0.8881
H 2.4080 -1.4033 -3.4063
H 1.6286 -2.9637 -3.4018
H 3.9651 -3.2608 -4.0515
H 3.6959 -4.0359 -2.4989
C -3.1016 -1.9080 -4.8016
C -2.7552 -2.1476 -6.2653
C -1.4286 -2.8958 -6.4443
C -0.2974 -2.1281 -5.9245
N 0.5787 -1.5281 -5.4879
H -2.3498 -1.2842 -4.3149
H -4.0624 -1.4026 -4.7105
H -3.1656 -2.8500 -4.2537
H -2.7060 -1.1961 -6.7978
H -3.5392 -2.7376 -6.7425
H -1.2432 -3.1082 -7.4982
H -1.4597 -3.8550 -5.9236
C -4.8621 -3.0068 3.7570
C -5.7628 -3.2304 4.9656
C -6.5494 -4.5425 4.8863
C -7.4717 -4.5637 3.7506
N -8.1862 -4.5799 2.8525
H -5.4464 -2.9386 2.8381
H -4.2945 -2.0819 3.8604
H -4.1471 -3.8236 3.6445
H -6.4621 -2.3977 5.0657
H -5.1580 -3.2520 5.8740
H -7.1273 -4.7003 5.7982
H -5.8653 -5.3881 4.7913
*
```

The relative energy (zero: lowest compared OMol25 entry of this formula, charge and spin) comes out at 0.00 kcal/mol.

DFT (ωB97M-V with the def2-TZVPD basis set) results for a cluster of 4 separate species, C29H55BrNO14P3S2 in total in a non-equilibrium geometry.

The geometry in ORCA input format:
```
! RIJCOSX wB97M-V def2-TZVPD def2/J DEFGRID3
* xyz 0 1
C -6.8089 2.8766 0.6518
C -7.1881 3.1947 2.1187
S -6.7034 1.8956 3.3239
C -4.9786 2.3425 3.8137
C -4.1512 2.4825 2.5370
C -3.9883 1.3879 1.6673
C -3.2806 1.4848 0.4819
C -2.7014 2.7126 0.1316
Br -1.7320 2.8893 -1.5185
C -2.8449 3.7827 0.9712
C -3.5685 3.6776 2.1787
C -3.5719 5.0393 2.8766
O -4.1239 5.3990 3.8843
N -2.7939 5.8130 2.0165
S -2.1406 7.3131 2.5707
C -2.3274 5.2230 0.8390
O -1.7164 5.7505 -0.0489
H -5.7558 3.0955 0.4228
H -7.3833 3.5806 0.0218
H -7.0494 1.8476 0.3549
H -6.7614 4.1691 2.3948
H -8.2859 3.2269 2.1605
H -4.5519 1.5731 4.4654
H -5.0170 3.3259 4.2959
H -4.4334 0.4267 1.9292
H -3.2065 0.6053 -0.1579
H -1.7554 7.8579 1.3865
C 0.4985 0.6841 1.5746
C 0.3901 -0.8266 1.6776
O 0.6574 -1.4531 0.4244
P 2.2139 -1.6270 -0.0526
O 2.7143 -2.7018 0.8567
O 1.9681 -2.5178 -1.4145
C 2.6930 -3.7255 -1.6469
C 1.8387 -4.9259 -1.3000
O 2.1450 -0.2502 -0.9765
C 3.3933 0.2983 -1.4666
C 3.9238 -0.4680 -2.6637
H 1.5307 0.9887 1.3859
H 0.1656 1.1611 2.4986
H -0.1039 1.0542 0.7457
H 1.0675 -1.2128 2.4458
H -0.6262 -1.1048 1.9602
H 3.6342 -3.7351 -1.0962
H 2.9451 -3.7510 -2.7102
H 1.4747 -4.8762 -0.2732
H 2.4009 -5.8531 -1.4256
H 0.9605 -4.9607 -1.9464
H 4.1308 0.3209 -0.6607
H 3.1875 1.3293 -1.7540
H 4.3170 -1.4415 -2.3644
H 4.7357 0.0836 -3.1394
H 3.1347 -0.6454 -3.3937
C 8.2201 3.7510 0.8607
C 8.6237 4.6168 -0.3207
O 7.5555 4.7617 -1.2567
P 6.3601 5.8286 -0.9299
O 7.0318 7.1466 -1.1382
O 5.5243 5.7251 -2.3451
C 5.1593 6.8992 -3.0708
C 6.1122 7.1281 -4.2257
O 5.3864 4.6367 -0.3062
C 4.2160 5.0438 0.4418
C 3.0824 5.4850 -0.4652
H 7.4597 4.2476 1.4677
H 9.0813 3.5420 1.4973
H 7.7941 2.8076 0.5184
H 8.9628 5.6004 0.0186
H 9.4490 4.1465 -0.8554
H 5.1140 7.7696 -2.4153
H 4.1498 6.7373 -3.4577
H 7.1460 7.1831 -3.8844
H 5.8677 8.0529 -4.7516
H 6.0545 6.2991 -4.9332
H 4.4821 5.8360 1.1456
H 3.9031 4.1768 1.0240
H 3.2946 6.4567 -0.9148
H 2.1545 5.5798 0.1012
H 2.9334 4.7756 -1.2787
C -2.0871 -4.4752 -0.8122
C -3.2812 -5.0632 -1.5437
O -3.3085 -6.4877 -1.4464
P -3.8576 -7.1720 -0.0683
O -5.3284 -6.9161 -0.1377
O -3.8374 -8.7519 -0.5344
C -4.9804 -9.5864 -0.3516
C -5.7479 -9.7289 -1.6496
O -2.3169 -7.3602 0.5220
C -2.1670 -7.6938 1.9216
C -2.4411 -9.1620 2.1919
H -2.1800 -4.6240 0.2665
H -2.0045 -3.4038 -1.0032
H -1.1651 -4.9623 -1.1250
H -4.2160 -4.6418 -1.1600
H -3.2183 -4.8213 -2.6049
H -5.6196 -9.2099 0.4479
H -4.6154 -10.5670 -0.0345
H -6.0319 -8.7569 -2.0532
H -6.6511 -10.3239 -1.5020
H -5.1279 -10.2174 -2.4034
H -2.8180 -7.0582 2.5267
H -1.1366 -7.4587 2.1878
H -3.5076 -9.3828 2.1180
H -2.1177 -9.4311 3.1985
H -1.9263 -9.7939 1.4691
*
```

As for the SMILES: CCSCc1ccc(Br)c2c1C(=O)N(S)C2=O.CCOP(=O)(OCC)OCC.CCOP(=O)(OCC)OCC.CCOP(=O)(OCC)OCC.

DFT (ωB97M-V with the def2-TZVPD basis set) results for a cluster of 3 separate species, C29H56F6INO6Si in total.

The geometry in ORCA input format:
```
! RIJCOSX wB97M-V def2-TZVPD def2/J DEFGRID3
* xyz 0 1
C 6.4444 0.1781 -0.3349
C 7.1979 -0.0972 -1.6493
C 8.4385 0.7814 -1.8453
C 8.1744 2.1975 -2.3609
C 7.2508 2.3002 -3.5621
C 6.9711 3.7608 -3.9598
C 5.8949 4.4181 -3.0900
C 4.4542 4.1163 -3.5177
C 3.8548 2.8904 -2.8063
Si 1.9874 2.7359 -2.7781
I 0.8833 4.9253 -2.6242
C 1.4707 1.6610 -1.3142
C 0.2142 2.1063 -0.5379
C -0.3542 0.9723 0.3268
C -1.0651 -0.1142 -0.4683
C -2.4944 0.1990 -0.9845
C -3.2925 1.2872 -0.2655
C -3.1315 2.7033 -0.8504
O 1.5649 2.0251 -4.2116
C 0.3594 1.2740 -4.2554
C 0.6220 -0.2458 -4.2478
N 2.0186 -0.5744 -4.0024
C 2.1896 -1.8711 -3.3707
C 3.6385 -2.0722 -2.9655
C 3.8672 -3.4205 -2.3076
O 4.0675 -1.0066 -2.1140
H 5.4631 0.6162 -0.5084
H 7.0167 0.8198 0.3326
H 6.2678 -0.7536 0.2014
H 6.5025 -0.0164 -2.4809
H 7.5292 -1.1359 -1.6419
H 9.1571 0.2628 -2.4798
H 8.9143 0.8792 -0.8667
H 9.1350 2.6298 -2.6571
H 7.8063 2.8373 -1.5562
H 7.6668 1.7682 -4.4193
H 6.2929 1.8286 -3.3394
H 7.9016 4.3198 -3.8404
H 6.6733 3.8018 -5.0066
H 6.0489 4.1182 -2.0525
H 6.0449 5.4982 -3.1279
H 3.8530 4.9969 -3.3046
H 4.4203 3.9317 -4.5909
H 4.1857 1.9776 -3.3063
H 4.1842 2.8573 -1.7666
H 1.3652 0.6219 -1.6273
H 2.3207 1.7009 -0.6281
H -0.5364 2.4624 -1.2394
H 0.4992 2.9172 0.1300
H -0.9826 1.3793 1.1173
H 0.5012 0.5124 0.8323
H -1.1037 -1.0262 0.1274
H -0.4479 -0.3587 -1.3352
H -2.4676 0.4040 -2.0556
H -3.0651 -0.7233 -0.8848
H -4.3434 1.0266 -0.3794
H -3.1049 1.2815 0.8060
H -2.7682 2.6383 -1.8775
H -4.0894 3.2154 -0.9035
H -2.4190 3.3138 -0.3004
H -0.1675 1.5421 -5.1700
H -0.3138 1.5399 -3.4356
H -0.0437 -0.7070 -3.5046
H 0.3330 -0.6698 -5.2103
H 2.4327 0.1022 -3.3747
H 1.5646 -1.9665 -2.4625
H 1.8883 -2.6717 -4.0479
H 4.2519 -2.0066 -3.8636
H 4.8465 -3.4143 -1.8302
H 3.8713 -4.2347 -3.0298
H 3.1266 -3.6266 -1.5337
H 3.5298 -1.0442 -1.3169
C -7.8014 -1.2476 3.3862
C -6.4562 -0.7907 3.9034
O -5.4034 -1.6895 3.4936
C -4.9351 -1.5152 2.2701
O -5.2795 -0.6940 1.4737
C -3.7992 -2.5260 2.0118
F -4.1266 -3.7450 2.4374
F -2.6962 -2.1367 2.6606
F -3.5200 -2.5953 0.7183
H -7.9987 -2.2710 3.6961
H -8.5886 -0.6044 3.7768
H -7.8362 -1.2122 2.2976
H -6.4311 -0.8105 4.9908
H -6.2172 0.2202 3.5757
C -7.4325 -4.3805 9.7040
C -7.6218 -3.1221 8.8871
O -8.1576 -3.4230 7.5806
C -9.4671 -3.6040 7.5186
O -10.2524 -3.5350 8.4143
C -9.8751 -3.8854 6.0593
F -9.0552 -4.7672 5.4860
F -9.8176 -2.7489 5.3522
F -11.1094 -4.3557 5.9994
H -6.8047 -5.0919 9.1674
H -6.9548 -4.1385 10.6525
H -8.3879 -4.8604 9.9123
H -6.6686 -2.6363 8.6920
H -8.2738 -2.4088 9.3892
*
```

As for the SMILES: CCCCCCCCC[Si@](I)(CCCCCCC)OCCNC[C@H](C)O.CCOC(=O)C(F)(F)F.CCOC(=O)C(F)(F)F.

Across the entries above, orbital gap takes the values 8.094 9.824 7.961 9.319 eV, respectively.